The following is a quantum chemistry calculation of a gas-phase ion, C6H14NS (charge -1), from the Open Molecules 2025 dataset.

The geometry in XYZ format:
```
22
Properties=species:S:1:pos:R:3:forces:R:3:lowdin_charge:R:1
C 0.304 -1.598 -2.699 -1.9 2.3 -2.6 -0.10
C -0.804 -0.713 -2.034 2.8 0.8 1.3 -0.30
C -1.290 -1.109 -0.685 -0.8 1.0 2.5 -0.23
C -2.089 0.065 0.174 0.3 -1.7 -0.4 -0.23
N -1.431 0.314 1.509 -0.8 2.1 -2.3 -0.11
C -0.249 1.355 1.349 -2.6 -1.4 -3.6 -0.34
C 1.088 0.957 1.873 0.7 -1.2 0.4 -0.71
S 2.248 0.451 0.419 -0.7 0.4 1.3 0.03
H -0.089 -2.013 -3.710 0.9 -0.3 2.0 0.08
H 0.743 -2.157 -1.924 0.4 -1.5 0.4 0.04
H 1.067 -0.854 -2.995 -0.1 -0.6 0.0 0.06
H -1.590 -0.309 -2.584 -1.6 -0.1 -1.7 0.07
H -0.237 0.212 -1.839 -0.1 -0.1 0.3 0.08
H -0.550 -1.495 0.026 0.9 0.7 -0.5 0.09
H -1.950 -1.943 -0.589 -1.0 -0.8 -1.0 0.07
H -3.080 -0.494 0.344 0.9 1.5 0.0 0.09
H -2.226 1.007 -0.470 0.1 -1.3 1.2 0.11
H -1.351 -0.605 1.890 1.2 -0.2 0.6 0.05
H -0.021 1.347 0.179 -0.9 0.4 2.2 0.05
H -0.787 2.310 1.593 1.1 -0.6 0.3 0.09
H 1.489 1.820 2.454 0.1 -1.0 -0.1 0.03
H 0.865 0.009 2.484 0.9 1.5 -0.3 0.05
```
Forces are in eV/Å.

## Properties
ΔE to the lowest compared entry with this formula, charge and spin	60.3	kcal/mol
SMILES	CCCCNCC[S-]
frontier orbital gap	6.42	eV
charge	-1
lowest unoccupied orbital energy	0.1410	Eh